Formula: CH3ClFOP
Source: the Open Molecules 2025 dataset
Level of theory: wB97M-V/def2-TZVPD

Values from the calculation:
LUMO energy = -2.2 eV
HOMO level = -9.473 eV

XYZ file:
```
8
Properties=species:S:1:pos:R:3:forces:R:3:mulliken_charge:R:1
C 0.94804 -0.22562 0.14079 2.16 -1.81 -2.96 -0.421
O -0.30313 -0.86814 0.39253 -1.09 0.33 0.91 -0.105
F -1.49230 -0.38570 -1.63949 -0.59 0.25 1.28 -0.209
P -1.74768 -0.51373 -0.05026 1.59 1.69 -0.71 0.588
Cl -1.26622 2.33045 1.05896 -0.36 -1.85 -0.88 -0.574
H 1.01180 0.82095 0.36848 -0.88 0.53 0.19 0.288
H 1.14281 -0.40388 -1.04845 -0.05 0.54 3.05 0.217
H 1.70668 -0.75432 0.77744 -0.77 0.32 -0.88 0.216
```
Positions in Å, forces in eV/Å.

Formula: C6H11NS
Source: the Open Molecules 2025 dataset
Level of theory: wB97M-V/def2-TZVPD

Values from the calculation:
LUMO energy = 0.1 eV
HOMO level = -7.817 eV

XYZ file:
```
19
Properties=species:S:1:pos:R:3:forces:R:3:mulliken_charge:R:1
C -2.02255 0.15392 0.83059 -1.21 0.00 0.84 -0.743
C -1.02199 0.24241 -0.29280 1.02 -0.05 -1.81 -0.969
C 0.48484 -0.24085 -0.06842 0.13 -0.20 0.14 0.409
C 0.77862 -1.54180 -0.35268 1.64 -2.03 -0.67 -0.105
C 1.68932 0.56732 0.25624 -0.62 2.38 -0.99 0.162
C 1.50926 2.05753 0.03931 -3.79 -0.22 -2.23 -1.300
H -3.11069 0.00038 0.13303 2.80 0.39 3.12 0.222
H -1.99262 1.13673 1.45623 -0.57 -1.82 -0.98 0.283
H -1.66972 -0.71720 1.57487 -1.51 1.64 -1.67 0.252
H -1.15893 1.22894 -0.83070 0.78 -0.78 0.84 0.341
H -1.49843 -0.42750 -1.04346 1.15 0.07 0.09 0.474
H 1.88780 -1.94414 -0.40280 -2.13 1.30 0.30 0.231
H -1.28997 -2.41812 -0.16639 5.11 -0.65 -2.66 0.297
H 0.12627 -3.41930 -0.98812 0.97 -2.52 -0.39 0.196
H 1.13995 2.33641 -1.03064 0.93 -0.66 1.57 0.242
H 2.24126 2.68603 0.36643 2.86 1.03 0.19 0.496
H 0.73136 2.49246 0.63516 -1.38 -0.29 0.54 0.325
N -0.09818 -2.52826 -0.73337 -6.02 4.28 3.52 -0.475
S 3.27440 0.33503 0.61753 -0.17 -1.88 0.27 -0.340
```
Positions in Å, forces in eV/Å.

Formula: C6H9N
Source: the Open Molecules 2025 dataset
Level of theory: wB97M-V/def2-TZVPD

Values from the calculation:
LUMO energy = 1.0 eV
HOMO level = -8.660 eV
SMILES = CCCN=c1cc1

XYZ file:
```
16
Properties=species:S:1:pos:R:3:forces:R:3:mulliken_charge:R:1
C -1.11545 -0.29707 -1.20661 0.20 1.25 1.18 -1.345
C -0.40180 0.97607 -0.58101 1.07 -2.32 -1.56 -0.410
C 0.90622 0.49135 0.05400 0.80 -0.82 2.07 -0.487
N 0.68153 -0.50414 1.43225 0.85 1.25 -3.76 -0.713
C -0.52443 -0.73270 1.66045 -0.12 -0.45 1.67 0.613
C -1.40253 -1.43245 2.58477 0.03 0.05 0.36 -0.719
C -1.94374 -0.65846 1.67120 -1.06 0.45 -1.82 -0.053
H -1.15278 -1.18128 -0.61287 0.47 -0.41 1.12 0.412
H -2.16458 -0.10070 -1.31102 -0.54 0.32 -1.08 0.339
H -0.57949 -0.66623 -2.04476 0.06 0.25 -1.38 0.415
H -1.00785 1.43751 0.13535 -1.02 0.74 1.09 0.354
H -0.24719 1.68884 -1.42403 0.16 -0.38 0.70 0.302
H 1.58770 0.03284 -0.76055 -1.06 0.21 1.72 0.265
H 1.49558 1.22088 0.65419 -0.43 0.07 -1.16 0.334
H -1.59584 -2.11341 3.40556 0.07 0.12 -0.19 0.357
H -2.79883 -0.32192 1.04604 0.50 -0.32 1.04 0.337
```
Positions in Å, forces in eV/Å.

Formula: C39H61Cl3O36S3
Source: the Open Molecules 2025 dataset
Level of theory: wB97M-V/def2-TZVPD

Values from the calculation:
Total charge = +1
2S+1 = 2
LUMO energy (spin up / spin down) = -3.2 / -9.7 eV
HOMO level (spin up / spin down) = -11.984 / -11.984 eV

XYZ file:
```
142
Properties=species:S:1:pos:R:3:forces:R:3:mulliken_spin:R:1
C 1.79292 6.18009 0.17909 0.80 -1.14 0.47 -0.008
Cl 2.96676 6.89307 1.31649 -0.86 0.41 -0.54 0.006
Cl 0.18010 6.92591 0.03574 0.60 0.14 0.35 0.119
Cl 1.61508 4.48099 0.70604 -0.46 0.24 -0.22 0.022
H 2.28457 6.09480 -0.78998 -0.41 0.54 0.04 0.003
C -3.75633 -1.95521 -4.68672 1.48 1.23 -1.44 0.000
C -3.06487 -0.58259 -4.60049 1.00 -1.15 -0.80 0.000
C -3.77671 0.72898 -4.82829 -0.11 -0.60 -1.07 0.000
O -3.19548 1.49585 -3.84459 -0.11 2.86 2.71 0.000
C -2.53089 0.81788 -2.91110 -0.99 0.51 3.47 0.000
O -2.25013 1.27011 -1.77448 -0.22 -1.28 -3.79 0.000
O -2.45049 -0.44301 -3.30976 0.54 0.02 0.90 0.000
H -4.69860 -2.12397 -4.16542 0.27 0.14 -0.05 0.000
H -2.96563 -2.68634 -4.51835 -0.33 -0.21 0.72 0.000
H -3.79615 -2.02749 -5.77359 -1.09 -0.40 -0.19 0.000
H -2.24045 -0.52183 -5.31095 0.25 -0.83 -0.07 0.000
H -4.84960 0.53658 -4.83218 -0.31 0.84 0.69 0.000
H -3.47962 1.36901 -5.65905 -0.43 -1.15 -1.05 0.000
C -0.55547 -6.06084 -1.86494 0.20 1.11 0.37 0.000
C -0.66453 -5.11722 -3.10767 -2.03 -0.63 1.58 0.000
C -0.36260 -3.56872 -2.94610 0.57 -3.20 -0.09 0.000
O 0.37343 -3.41515 -4.15767 1.29 1.60 -0.94 0.000
C 0.81408 -4.57995 -4.67238 2.16 -1.71 -3.31 0.000
O 1.62728 -4.83834 -5.57898 -1.92 2.49 2.56 0.000
O 0.17594 -5.58623 -4.13853 -0.28 -0.48 1.13 0.000
H -1.03747 -5.61051 -0.99720 -0.24 0.30 -0.15 0.000
H 0.47550 -6.18258 -1.53268 0.31 0.08 -0.38 0.000
H -0.98078 -7.06405 -1.89282 -0.12 0.17 -0.85 0.000
H -1.67616 -5.12657 -3.51337 -0.22 -0.52 0.14 0.000
H 0.28140 -3.45459 -2.07413 -0.12 0.75 -0.07 0.000
H -1.27648 -2.97478 -2.95828 0.42 0.10 0.13 0.000
C -1.12696 2.32391 1.11975 -1.96 -0.31 -0.24 -0.001
C -0.62352 0.99681 1.77322 0.75 1.31 -0.17 -0.001
C -1.54885 -0.15414 2.15975 -1.07 0.68 -0.24 0.000
O -1.19040 -1.13781 1.23272 -0.77 -2.77 -0.66 0.000
C -0.20416 -0.78772 0.38172 -1.28 -1.59 -1.01 0.000
O 0.19678 -1.38332 -0.59647 -0.69 -0.01 1.51 0.000
O 0.18165 0.35386 0.76214 2.62 4.00 0.51 -0.001
H -1.35427 3.17728 1.75866 1.11 -0.07 0.71 0.001
H -2.13826 2.26297 0.71769 -0.26 -1.03 -0.29 -0.001
H -0.59774 2.64756 0.22349 0.64 -0.23 0.46 0.000
H 0.01350 1.29062 2.60748 0.32 -0.28 -0.08 0.000
H -2.59384 0.11762 2.01062 -0.18 0.06 -0.37 0.000
H -1.55889 -0.56873 3.16777 0.86 0.16 0.07 0.000
C 2.77128 -3.45288 -0.29274 0.74 -0.35 0.92 0.000
C 3.13246 -4.76194 0.47467 0.37 1.15 -1.66 0.000
C 4.37473 -5.39001 -0.08360 0.47 -1.20 -2.55 0.000
O 5.24538 -5.77140 0.95760 -1.31 0.29 0.95 0.000
C 4.77597 -5.14027 2.05689 2.65 1.36 1.58 0.000
O 5.44972 -5.04611 3.07318 -2.57 -0.29 -1.95 0.000
O 3.63658 -4.41213 1.75109 -0.20 -0.75 1.74 0.000
H 3.67696 -2.85272 -0.20526 -0.14 0.38 -0.01 0.000
H 1.92928 -2.92926 0.15999 0.06 -0.09 -0.03 0.000
H 2.58932 -3.55520 -1.36256 -0.14 -0.53 0.06 0.000
H 2.28681 -5.44305 0.37946 -0.09 -0.15 1.17 0.000
H 4.91813 -4.69988 -0.72900 0.04 0.10 -0.07 0.000
H 4.14492 -6.28689 -0.65882 0.07 0.05 -0.14 0.000
C -0.07828 3.60835 6.32631 -1.40 0.93 -0.57 0.000
C 1.17572 3.75674 5.47311 -0.69 -0.15 2.24 0.000
C 2.34102 3.80495 6.41731 1.60 -0.30 -0.68 0.000
O 2.65179 2.41455 6.49866 1.51 -0.34 2.22 0.000
C 2.16781 1.73587 5.49341 3.34 -5.79 1.65 0.000
O 2.47721 0.50748 5.30749 -1.80 4.69 -0.08 0.000
O 1.39019 2.49543 4.85747 -2.80 0.93 -4.75 0.000
H -0.01961 4.10799 7.29326 0.22 0.03 -0.11 0.000
H -0.40627 2.58468 6.50701 0.36 -0.06 -0.15 0.000
H -0.87640 4.11187 5.78081 -0.42 -0.16 0.17 0.000
H 1.13843 4.58653 4.76731 0.03 -0.46 -0.20 0.000
H 2.17436 4.15820 7.43493 -0.08 0.19 -0.37 0.000
H 3.20205 4.25307 5.92143 0.16 0.38 0.37 0.000
C -3.42261 -2.25087 -0.42197 0.42 -0.35 0.48 0.000
C -2.98978 -3.57723 0.30594 -0.92 2.88 -0.75 0.000
C -3.84955 -3.92982 1.54461 0.71 1.03 -0.75 0.000
O -4.71545 -4.87041 0.98508 -2.09 -1.02 1.93 0.000
C -4.35117 -5.31623 -0.15738 -1.00 -4.74 -5.05 0.000
O -4.85179 -6.30097 -0.81299 2.10 4.62 3.14 0.000
O -3.32392 -4.57861 -0.64895 0.71 -1.01 0.38 0.000
H -2.74045 -2.03750 -1.24492 0.20 -0.22 0.00 0.000
H -3.31147 -1.39711 0.24651 -0.44 -0.03 0.00 0.000
H -4.40795 -2.33154 -0.88098 -0.22 0.00 0.41 0.000
H -1.93892 -3.37355 0.51161 0.18 -1.17 -0.05 0.000
H -4.46766 -3.08195 1.83984 0.23 0.02 0.27 0.000
H -3.31308 -4.34908 2.39580 -0.06 -0.03 -0.17 0.000
C -5.79537 6.38100 -1.96435 -1.65 0.36 -0.78 0.014
C -5.37598 5.48366 -0.82045 0.61 0.28 -1.83 0.006
C -4.33159 4.42718 -1.13471 -2.86 -2.40 -1.63 0.000
O -3.29550 4.61811 -0.17487 1.34 -3.72 -0.75 0.024
C -3.48724 5.67442 0.42185 -2.58 2.71 -1.70 -0.039
O -2.67813 6.12090 1.26887 -0.07 0.82 0.50 0.784
O -4.56524 6.31577 -0.09922 3.84 3.51 5.16 0.064
H -5.12664 6.55613 -2.80711 0.50 -0.78 0.28 0.000
H -5.98784 7.39771 -1.62178 -0.14 -0.12 0.51 0.001
H -6.75230 6.04469 -2.36343 0.02 -0.12 -0.15 0.003
H -6.16175 5.17937 -0.12902 -0.31 -0.31 -0.52 0.001
H -3.96525 4.30628 -2.15416 0.53 0.71 0.23 -0.001
H -4.94805 3.54580 -0.95795 1.20 -0.91 0.43 0.002
C 4.89886 -0.43779 1.70399 -0.54 -0.82 -0.22 0.000
C 4.78573 1.04934 1.59695 -0.70 -0.14 -0.49 0.000
C 3.38445 1.72165 1.58366 0.25 -3.38 -1.55 -0.001
O 3.62554 2.90758 2.21527 0.61 2.55 1.07 0.001
C 4.72233 2.76099 3.02609 0.27 2.66 4.67 0.000
O 5.08947 3.52084 3.98045 -1.97 -2.53 -4.50 0.000
O 5.23224 1.58084 2.82997 1.74 -0.24 0.56 0.000
H 4.56612 -1.02639 0.84905 -0.38 0.55 -0.38 0.000
H 4.25751 -0.74206 2.53116 0.40 -0.28 0.26 0.000
H 5.93043 -0.77758 1.79614 0.01 0.30 0.60 0.000
H 5.45647 1.43884 0.83111 -0.19 0.18 -0.31 0.000
H 2.65579 1.10729 2.11252 0.11 -0.10 0.77 0.000
H 2.93706 1.71048 0.58976 0.34 1.14 -0.21 0.000
C 0.91346 3.69790 -3.91725 0.05 0.33 3.06 0.000
C 0.26430 3.54787 -2.50721 0.12 -1.65 -0.98 -0.001
O -0.26865 4.81148 -2.23081 -0.83 2.21 0.16 0.000
S -0.94999 5.46572 -3.57053 -2.50 -0.97 0.01 0.002
O -0.90781 6.95564 -3.56718 0.33 -4.65 0.02 0.000
O -2.30663 4.77310 -3.74835 4.35 2.48 0.45 0.000
O 0.14952 4.74696 -4.54977 -0.93 0.52 -0.51 0.000
H 1.03314 2.68826 -4.31020 -0.63 0.53 -1.17 0.000
H 1.89778 4.09182 -3.66420 0.16 0.21 -0.77 0.000
H 1.00456 3.19848 -1.78745 0.08 0.80 0.18 0.000
H -0.51287 2.78762 -2.42901 -0.30 0.09 -0.42 0.001
C 1.31698 -3.66727 5.26231 -0.59 3.33 0.35 0.000
C 0.87237 -2.49823 4.33156 1.30 -1.18 -0.05 0.000
O 0.00789 -3.18705 3.47339 -2.51 -0.63 -1.90 0.000
S -1.04521 -4.17919 4.24742 1.60 1.67 0.44 0.000
O -1.05413 -5.45884 3.57851 -0.55 1.76 0.75 0.000
O -2.29240 -3.42525 4.53690 3.13 -2.13 -0.37 0.000
O 0.01166 -4.24468 5.52732 -0.83 -0.89 0.13 0.000
H 1.68433 -3.06691 6.09460 -0.49 -0.73 0.97 0.000
H 2.18488 -4.27347 5.00275 -0.85 -0.69 -0.76 0.000
H 1.67481 -2.08140 3.72292 0.00 -0.13 0.03 0.000
H 0.36906 -1.67896 4.84496 -0.02 -0.19 0.32 0.000
C 2.76636 -0.50084 -4.62732 -0.20 0.47 0.63 0.000
C 2.99897 -1.41179 -3.40317 -3.10 -0.63 -1.35 0.000
O 3.60764 -0.61657 -2.48603 2.76 3.17 2.95 0.000
S 3.04682 0.94410 -2.42265 -2.28 -2.44 -1.19 0.000
O 4.07590 1.93997 -2.47987 -0.71 -1.08 0.70 0.000
O 1.92818 1.01296 -1.44803 2.95 0.21 -2.29 0.000
O 2.42562 0.76461 -3.92450 0.32 0.71 0.35 0.000
H 1.88832 -0.62292 -5.26155 0.00 -0.74 0.40 0.000
H 3.61777 -0.41520 -5.30251 0.28 0.48 0.42 0.000
H 3.48868 -2.37945 -3.51236 0.41 0.45 -0.29 0.000
H 2.01815 -1.58480 -2.96026 -0.42 -0.63 -0.39 0.000
```
Positions in Å, forces in eV/Å.

no.,electronic energy (hartree)
1,-1016.53746
2,-688.00257
3,-288.61021
4,-6805.84921